# 1
89
Properties=species:S:1:pos:R:3:mulliken_charge:R:1 method="wB97M-V/def2-TZVPD" e_above_lowest_kj_mol=0.00 e_homo_ha=-0.3345 lumo_ha=0.0741 total_charge=-1
N -0.29 -1.28 0.87 -0.059
S -0.90 -0.21 1.78 1.006
O -1.60 0.80 1.07 -0.580
O -0.29 0.14 3.05 -0.680
F -2.11 -1.11 2.33 -0.464
S 1.20 -1.39 0.55 0.658
O 2.11 -0.40 1.00 -0.459
O 1.33 -1.79 -0.79 -0.206
F 1.51 -2.56 1.50 -0.298
C -2.75 4.13 -0.79 0.238
C -3.71 4.88 0.11 0.474
O -3.19 6.22 -0.01 -0.362
C -1.90 6.11 -0.27 0.517
O -1.05 6.96 -0.15 -0.576
O -1.60 4.90 -0.82 -0.310
F -3.83 4.60 1.41 -0.329
H -3.11 4.01 -1.80 0.291
H -2.50 3.11 -0.52 -0.202
H -4.78 4.86 -0.28 0.299
C 2.37 -5.51 -1.96 -0.353
C 1.44 -4.92 -2.96 0.375
O 0.53 -4.19 -2.22 -0.084
C 0.53 -4.60 -0.88 0.631
O -0.38 -4.39 -0.18 -0.517
O 1.62 -5.35 -0.70 -0.442
F 0.61 -5.88 -3.54 -0.362
H 3.25 -4.87 -1.94 0.181
H 2.62 -6.58 -2.11 0.330
H 1.98 -4.22 -3.56 0.213
C 1.95 -0.24 -4.16 -0.322
C 0.82 -0.29 -3.13 1.278
O -0.27 0.19 -3.87 -0.328
C 0.13 0.76 -5.07 0.498
O -0.55 1.44 -5.78 -0.545
O 1.40 0.41 -5.27 -0.371
F 1.19 0.55 -2.10 -0.260
H 2.22 -1.26 -4.40 0.173
H 2.83 0.31 -3.81 0.306
H 0.61 -1.27 -2.74 -0.423
C 2.40 -1.31 4.22 0.514
C 1.48 -2.38 4.74 0.646
O 1.77 -2.45 6.04 -0.372
C 3.00 -1.90 6.27 0.495
O 3.62 -2.10 7.26 -0.530
O 3.34 -1.10 5.27 -0.402
F 1.67 -3.67 4.15 -0.318
H 1.91 -0.39 3.88 -0.011
H 2.90 -1.68 3.40 -0.271
H 0.44 -2.06 4.46 0.183
C -3.03 -1.47 -1.68 -0.152
C -2.66 -2.89 -2.05 1.076
O -2.34 -2.86 -3.38 -0.333
C -2.68 -1.71 -3.93 0.561
O -2.43 -1.36 -5.03 -0.543
O -3.30 -0.92 -3.00 -0.292
F -3.83 -3.68 -2.01 -0.411
H -2.10 -1.10 -1.30 0.053
H -3.95 -1.43 -1.08 0.208
H -1.93 -3.31 -1.41 -0.145
C 5.11 -1.37 1.15 0.440
C 5.17 -0.15 0.28 0.730
O 4.69 -0.56 -1.02 -0.356
C 4.41 -1.94 -0.97 0.566
O 3.93 -2.56 -1.89 -0.498
O 4.78 -2.45 0.25 -0.355
F 6.39 0.34 0.05 -0.347
H 4.23 -1.27 1.80 -0.565
H 5.96 -1.65 1.70 0.433
H 4.41 0.59 0.64 -0.054
C 0.41 3.51 1.07 0.417
C 1.82 3.42 1.66 0.788
O 2.01 4.69 2.19 -0.440
C 0.79 5.42 2.33 0.543
O 0.69 6.43 2.89 -0.485
O -0.13 4.69 1.74 -0.268
F 2.73 3.07 0.67 -0.292
H -0.25 2.66 1.24 -0.635
H 0.41 3.68 0.02 0.193
H 1.98 2.71 2.48 0.224
C -4.58 1.41 1.61 -0.040
C -4.89 1.26 0.11 0.786
O -5.61 2.43 -0.08 -0.397
C -6.02 3.02 1.07 0.606
O -6.57 4.09 1.07 -0.559
O -5.70 2.24 2.07 -0.398
F -5.66 0.18 -0.16 -0.346
H -3.67 2.02 1.68 0.044
H -4.51 0.55 2.24 0.388
H -4.04 1.27 -0.59 -0.015

=====

# 2
50
Properties=species:S:1:pos:R:3:mulliken_charge:R:1 method="wB97M-V/def2-TZVPD" s_squared=3.76 e_homo_ha="-0.5727 / -0.5746" lumo_ha="-0.3211 / -0.3163" multiplicity=4 total_charge=+2
C 0.39 -0.18 -6.60 -1.006
C 0.13 0.26 -5.19 0.703
H 1.46 -0.21 -6.78 0.298
H -0.10 0.52 -7.29 0.337
H -0.06 -1.16 -6.76 0.344
O 0.92 0.54 -4.35 -0.432
Cl -1.67 0.33 -4.84 -0.220
Er 0.00 0.00 0.00 0.007
P -0.22 2.29 -0.24 0.838
C 1.04 3.36 0.54 -1.136
C -0.23 2.85 -1.99 -1.188
H -0.42 3.93 -2.06 0.441
H -1.90 4.03 0.19 0.442
H -1.01 2.29 -2.52 0.343
H -2.62 2.40 -0.06 0.423
H 2.03 3.11 0.14 0.390
H 0.74 2.62 -2.45 0.399
C -1.80 2.96 0.41 -1.164
H 0.84 4.42 0.35 0.443
H -1.84 2.79 1.49 0.261
H 1.06 3.18 1.62 0.244
P -0.02 -2.32 0.08 0.869
C 1.33 -3.15 1.00 -1.016
C -1.54 -3.01 0.83 -1.028
H -0.78 -2.71 -2.17 0.432
H -0.06 -4.20 -1.48 0.402
H 0.98 -2.86 -2.05 0.406
C 0.04 -3.11 -1.57 -1.269
H -2.40 -2.60 0.30 0.410
H -1.54 -4.11 0.77 0.440
H 1.21 -4.24 0.97 0.455
H 1.32 -2.81 2.04 0.108
H -1.60 -2.71 1.88 0.138
H 2.29 -2.87 0.56 0.386
C 1.52 0.14 0.99 0.342
O 2.50 0.23 1.63 -0.257
C 1.49 -0.87 4.48 -1.022
Si 0.00 0.00 3.77 0.291
C -1.54 -0.84 4.40 -1.042
C 0.00 1.77 4.36 -0.953
O 0.00 0.00 2.00 0.070
H 1.45 -0.83 5.59 0.455
H 2.42 -0.37 4.14 0.331
H 1.50 -1.93 4.16 0.322
H -1.56 -0.79 5.51 0.395
H -2.44 -0.32 3.99 0.303
H -1.55 -1.90 4.08 0.287
H 0.92 2.28 4.00 0.274
H -0.89 2.29 3.96 0.289
H -0.02 1.79 5.47 0.414

=====

# 3
15
Properties=species:S:1:pos:R:3:mulliken_charge:R:1 method="wB97M-V/def2-TZVPD" e_above_lowest_kj_mol=526.66 e_homo_ha=-0.2320 lumo_ha=-0.0564 total_charge=0
C -1.27 0.00 -1.23 -1.240
C -1.42 0.30 0.34 0.076
C -1.67 -1.09 0.29 -0.249
S 1.76 -0.03 -0.46 -0.547
C 2.96 0.54 0.87 -0.715
H -0.60 -0.78 -1.63 0.389
H -2.24 0.08 -1.83 0.352
H -0.80 0.90 -1.62 0.475
H -2.27 0.95 0.42 0.269
H -0.38 0.74 0.68 0.011
H -0.77 -1.76 0.41 0.280
H -2.75 -1.54 0.44 0.267
H 3.79 -0.19 0.71 0.222
H 3.22 1.59 0.78 0.229
H 2.46 0.29 1.82 0.181

=====

# 4
8
Properties=species:S:1:pos:R:3:mulliken_charge:R:1 method="wB97M-V/def2-TZVPD" e_above_lowest_kj_mol=13.34 e_homo_ha=-0.3572 lumo_ha=0.0291 smiles="O=CO.S" total_charge=0
O -1.75 0.80 -0.25 -0.473
C -2.67 1.56 -0.36 0.236
O -3.57 1.54 -1.35 -0.408
H -2.83 2.40 0.33 0.315
H -3.22 0.91 -2.01 0.330
S 4.54 -2.69 0.68 -0.288
H 3.93 -1.75 1.42 0.145
H 5.57 -2.77 1.53 0.143

=====

# 5
144
Properties=species:S:1:pos:R:3:mulliken_charge:R:1 method="wB97M-V/def2-TZVPD" e_above_lowest_kj_mol=1267.90 e_homo_ha=-0.3045 lumo_ha=0.0204 smiles=COCCNCCOC.COCCNCCOC.COCCNCCOC.COCCNCCOC.COCCNCCOC.COCCNCCOC total_charge=0
C -9.08 1.80 -4.29 -0.533
O -8.98 2.21 -2.94 -0.352
C -7.80 2.94 -2.70 -0.744
C -7.32 2.77 -1.28 -0.615
N -6.84 1.43 -1.02 0.398
C -5.88 1.21 0.04 -0.548
C -6.31 1.86 1.40 -0.793
O -6.09 3.24 1.61 -0.406
C -4.74 3.63 1.37 -0.552
H -9.22 2.67 -4.94 0.298
H -9.91 1.11 -4.51 0.243
H -8.18 1.21 -4.52 0.144
H -7.96 4.00 -2.93 0.462
H -6.99 2.69 -3.39 0.320
H -8.09 3.09 -0.56 0.345
H -6.55 3.53 -1.12 0.301
H -7.64 0.83 -0.80 0.302
H -4.94 1.70 -0.23 -0.005
H -5.64 0.15 0.13 0.326
H -5.84 1.31 2.22 0.294
H -7.39 1.69 1.44 0.439
H -4.74 4.72 1.51 0.331
H -4.53 3.53 0.30 0.254
H -3.98 3.16 2.00 0.185
C -5.51 -2.39 2.03 -0.793
O -4.85 -1.16 2.10 -0.309
C -3.43 -1.34 2.25 0.693
C -2.84 0.07 2.24 -1.189
N -2.50 0.55 0.91 0.497
C -1.24 0.13 0.33 0.844
C -0.06 0.86 0.95 -0.661
O 1.10 0.67 0.17 -0.313
C 2.28 1.10 0.83 -0.806
H -6.55 -2.25 1.74 0.368
H -5.50 -2.97 2.96 0.305
H -5.07 -3.05 1.28 0.222
H -3.14 -1.91 1.36 -0.590
H -3.17 -1.89 3.16 0.482
H -2.10 0.28 3.02 0.392
H -3.65 0.73 2.58 0.234
H -3.31 0.48 0.31 -0.234
H -1.28 0.36 -0.74 0.134
H -1.17 -0.96 0.37 -0.400
H 0.14 0.53 1.97 0.249
H -0.45 1.87 1.14 0.284
H 2.95 0.24 0.66 0.339
H 2.34 1.25 1.90 0.414
H 2.81 1.83 0.20 0.197
C 4.61 4.36 -0.81 -0.810
O 5.74 5.09 -1.19 -0.312
C 6.12 4.95 -2.55 -0.601
C 7.25 5.93 -2.84 -0.537
N 8.57 5.31 -2.63 -0.366
C 9.61 6.33 -2.70 -0.595
C 11.05 5.85 -2.56 -0.505
O 11.85 7.01 -2.62 -0.280
C 13.21 6.77 -2.93 -0.685
H 4.64 3.32 -1.14 0.311
H 3.67 4.83 -1.14 0.320
H 4.56 4.43 0.28 0.307
H 5.28 5.42 -3.10 0.347
H 6.23 3.92 -2.91 0.384
H 7.17 6.79 -2.16 0.318
H 7.16 6.28 -3.87 0.375
H 8.54 4.93 -1.69 0.258
H 9.46 7.08 -1.90 0.339
H 9.54 6.82 -3.67 0.268
H 11.19 5.20 -3.44 0.304
H 11.35 5.25 -1.70 0.334
H 13.61 7.71 -3.29 0.224
H 13.33 6.00 -3.69 0.314
H 13.70 6.41 -2.02 0.269
C -7.02 -3.01 -3.50 -0.633
O -6.38 -2.11 -4.39 -0.467
C -6.12 -0.83 -3.83 -0.425
C -4.92 -0.85 -2.90 0.442
N -3.76 -1.11 -3.79 -0.522
C -2.62 -1.58 -3.03 1.050
C -1.68 -2.45 -3.82 -1.059
O -2.45 -3.63 -4.13 -0.260
C -1.80 -4.52 -5.00 -0.901
H -7.61 -2.50 -2.75 0.311
H -6.27 -3.67 -3.05 0.143
H -7.63 -3.67 -4.12 0.262
H -7.00 -0.47 -3.29 0.258
H -5.95 -0.19 -4.69 0.323
H -4.91 -1.55 -2.06 0.023
H -4.70 0.18 -2.58 -0.142
H -3.99 -1.91 -4.38 0.402
H -2.93 -2.16 -2.14 -0.747
H -2.08 -0.72 -2.61 0.038
H -0.76 -2.69 -3.27 0.326
H -1.52 -1.99 -4.80 0.609
H -0.81 -4.85 -4.68 0.308
H -1.70 -4.07 -6.01 0.321
H -2.45 -5.39 -5.08 0.253
C 0.68 -3.19 3.22 -0.869
O 0.22 -3.21 1.89 -0.334
C 1.23 -3.16 0.92 -0.406
C 0.72 -3.21 -0.53 -1.057
N -0.77 -3.24 -0.55 0.537
C -1.28 -4.62 -0.77 -0.838
C -2.80 -4.70 -0.70 -0.360
O -3.32 -4.19 0.50 -0.195
C -2.97 -4.74 1.76 -0.680
H 1.71 -2.83 3.28 0.126
H 0.74 -4.20 3.64 0.304
H 0.06 -2.51 3.81 0.398
H 1.88 -4.04 1.00 0.506
H 1.96 -2.38 1.14 0.236
H 1.11 -4.11 -1.02 0.535
H 0.97 -2.37 -1.17 0.321
H -1.07 -3.01 0.38 -0.550
H -0.90 -5.14 0.13 0.357
H -1.01 -5.01 -1.75 0.481
H -3.03 -5.76 -0.83 0.361
H -3.24 -4.16 -1.54 -0.051
H -3.65 -5.60 1.91 0.278
H -3.20 -3.95 2.47 0.176
H -1.97 -5.16 1.83 0.319
C 7.06 0.77 3.25 -0.763
O 5.88 0.52 3.98 -0.371
C 4.73 0.38 3.19 -0.773
C 3.63 -0.17 4.07 -0.105
N 3.93 -1.52 4.54 -0.175
C 3.29 -1.92 5.77 -0.671
C 3.78 -3.30 6.20 -0.642
O 5.19 -3.16 6.42 -0.333
C 5.78 -4.39 6.77 -0.719
H 6.80 1.32 2.34 0.306
H 7.60 -0.13 2.95 0.282
H 7.69 1.42 3.86 0.260
H 4.94 -0.33 2.38 0.368
H 4.46 1.31 2.68 0.614
H 2.71 -0.25 3.50 -0.139
H 3.44 0.59 4.84 0.249
H 4.93 -1.64 4.55 0.285
H 2.21 -1.93 5.58 0.274
H 3.45 -1.18 6.58 0.469
H 3.58 -4.02 5.41 0.367
H 3.38 -3.47 7.20 0.459
H 6.78 -4.18 7.14 0.240
H 6.01 -5.11 5.96 0.283
H 5.14 -4.88 7.50 0.295

=====

# 6
9
Properties=species:S:1:pos:R:3:mulliken_charge:R:1 method="wB97M-V/def2-TZVPD" e_above_lowest_kj_mol=214.65 e_homo_ha=-0.1132 lumo_ha=0.1425 total_charge=-1
C -1.96 1.78 1.87 0.835
C 0.59 0.38 -1.48 -0.254
N -0.26 -0.15 -0.71 -0.542
N -0.77 1.63 2.23 -0.656
O -2.84 2.01 1.06 -0.678
O -1.85 1.83 3.30 -0.473
H 0.87 -0.23 -2.40 0.192
H 1.05 1.37 -1.51 0.239
H -0.67 0.54 -0.06 0.337

=====

# 7
72
Properties=species:S:1:pos:R:3:mulliken_charge:R:1 method="wB97M-V/def2-TZVPD" s_squared=12.02 e_homo_ha="-0.3927 / -0.3927" lumo_ha="-0.1476 / -0.1465" multiplicity=7 total_charge=+1
Eu 1.24 0.98 1.14 0.959
C 0.14 4.41 1.35 -1.295
C -0.64 3.24 0.86 0.661
N -0.91 2.27 1.67 0.016
N -1.91 1.40 1.22 -0.754
C -1.84 0.12 1.32 0.707
S -0.47 -0.91 1.76 -0.469
S -3.38 -0.70 0.98 -0.069
C -2.85 -1.77 -0.39 -0.362
C -4.00 -2.66 -0.76 -0.112
C -4.08 -3.96 -0.26 -0.254
C -5.16 -4.77 -0.60 -0.599
C -6.15 -4.29 -1.44 -0.412
C -6.08 -3.00 -1.94 -0.646
C -5.00 -2.19 -1.60 -0.287
C -0.97 3.13 -0.59 0.182
C -2.09 3.68 -1.19 -0.585
C -2.34 3.44 -2.54 -0.796
C -1.44 2.66 -3.27 -0.599
C -0.31 2.12 -2.67 -0.324
C -0.07 2.37 -1.33 0.689
O 1.05 1.89 -0.69 -0.687
H 0.04 4.54 2.43 0.328
H 1.20 4.31 1.09 0.153
H -0.21 5.30 0.83 0.478
H -2.56 -1.13 -1.23 0.152
H -1.99 -2.35 -0.06 0.551
H -3.31 -4.33 0.40 0.384
H -5.21 -5.78 -0.21 0.387
H -6.99 -4.93 -1.71 0.392
H -6.85 -2.62 -2.59 0.382
H -4.95 -1.17 -1.98 0.410
H -2.79 4.26 -0.61 0.492
H -3.22 3.85 -3.01 0.437
H -1.63 2.48 -4.32 0.456
H 0.41 1.54 -3.24 0.587
O -0.52 -1.91 -5.83 -0.465
C 0.75 -2.18 -5.47 0.489
O 1.47 -2.79 -6.21 -0.533
C 1.17 -1.79 -4.08 0.789
C 2.53 -1.64 -3.84 -0.965
C 2.98 -1.30 -2.58 -0.227
C 2.07 -1.11 -1.55 -0.404
C 0.72 -1.23 -1.78 0.327
C 0.27 -1.59 -3.05 -0.983
N 2.51 -0.75 -0.22 -0.013
C 3.53 -1.34 0.24 -0.356
C 4.06 -1.04 1.59 0.618
C 5.13 -1.76 2.07 -0.902
C 5.59 -1.50 3.35 -0.282
C 4.96 -0.52 4.09 -0.968
C 3.89 0.16 3.53 0.065
N 3.44 -0.08 2.30 -0.018
H -0.96 -1.38 -5.16 0.307
H 3.22 -1.81 -4.66 0.478
H 4.04 -1.15 -2.41 0.614
H 0.01 -1.10 -0.97 -0.183
H -0.80 -1.73 -3.19 0.595
H 4.03 -2.14 -0.32 0.572
H 5.59 -2.52 1.45 0.415
H 6.43 -2.05 3.76 0.462
H 5.27 -0.28 5.10 0.425
H 3.37 0.93 4.08 0.348
I -0.37 1.99 7.18 0.186
C 0.68 2.40 5.48 -0.881
C 1.46 3.51 5.22 -0.258
N 1.95 3.35 3.97 -0.406
N 1.53 2.21 3.40 0.252
C 0.76 1.63 4.31 0.064
H 1.70 4.37 5.81 0.467
H 2.55 3.98 3.46 0.176
H 0.28 0.68 4.11 0.638

=====

Short version: largest force on an atom = 4.111; 17.414; 3.265; 0.479; 3.208; 2.938; 1.447 eV Å⁻¹, in the order given.